# 1
The following is a quantum chemistry calculation of one molecule with the formula C4H12N2O at a distorted geometry, from OMol25.

```
19
Properties=species:S:1:pos:R:3:forces:R:3:nbo_charge:R:1
N 1.20124 2.36160 -0.14651 0.55 -0.67 1.90 -0.82
C 0.01096 1.64979 0.31904 -1.35 -1.54 0.79 -0.25
C 0.18600 0.14880 -0.03149 1.27 0.24 0.50 -0.05
N 0.29396 0.00977 -1.50412 -2.01 -0.82 -0.31 -0.87
C -0.88853 -0.80798 0.68591 1.04 0.72 -2.13 -0.43
C -0.46878 -2.32887 0.53511 2.13 2.92 0.23 -0.04
O -0.21494 -2.62360 -0.82138 -0.62 -0.57 0.53 -0.75
H 1.20868 3.32277 0.16343 -0.27 0.32 -0.10 0.36
H 1.95281 1.93893 0.41297 0.15 0.29 -0.55 0.35
H -0.46050 1.57588 1.36476 1.71 1.07 -0.45 0.17
H -0.81054 2.09347 -0.20910 -0.70 -0.13 -0.73 0.18
H 1.15807 -0.21663 0.36714 -0.20 0.55 -0.07 0.18
H -0.64269 0.24445 -1.84516 0.06 -0.33 -0.13 0.35
H 0.85367 0.66587 -2.04230 0.57 0.07 1.04 0.40
H -1.75765 -0.42598 0.14691 -0.86 -1.01 0.16 0.19
H -0.98994 -0.48974 1.71609 0.17 -0.09 0.26 0.21
H 0.52796 -2.33873 1.12506 -1.27 -0.33 -0.66 0.14
H -1.13060 -3.00629 1.02365 -0.69 -0.57 -0.03 0.18
H -0.02920 -1.77351 -1.25998 0.33 -0.13 -0.26 0.50
```
Forces are in eV/Å.

## Properties
Structure (SMILES): NC[C@H](N)CCO
Electronic energy (eV): -9369.1389
HOMO (eV): -9.5
Orbital gap (eV): 10.4
Total charge: 0

***

# 2
The following is a quantum chemistry calculation of one molecule with the formula C4H12N2O at a distorted geometry, from OMol25.

```
19
Properties=species:S:1:pos:R:3:forces:R:3:nbo_charge:R:1
C -1.20368 -1.17281 1.32146 0.09 0.08 0.27 -0.64
C -0.01454 -1.19606 0.37720 -0.45 -0.31 -0.86 0.10
O -0.42802 -1.67819 -0.93062 -0.06 -0.24 0.28 -0.74
C 0.58132 0.18016 0.14975 0.08 -0.01 0.42 -0.07
N 1.94958 0.04661 -0.34473 0.19 -0.17 -0.20 -0.84
C -0.30991 1.07299 -0.70538 0.04 -0.08 0.09 -0.23
N -0.09392 2.49154 -0.41650 -0.14 0.04 -0.16 -0.85
H -1.41966 -2.14218 1.77714 -0.01 -0.04 -0.27 0.21
H -1.05404 -0.47942 2.14942 0.13 0.03 0.01 0.22
H -2.06515 -0.82044 0.76325 -0.24 -0.07 0.01 0.22
H 0.78213 -1.85712 0.70401 0.16 -0.06 0.46 0.18
H -0.87986 -2.52981 -0.82354 0.24 0.35 0.01 0.47
H 0.64922 0.61769 1.15134 -0.03 0.18 0.04 0.18
H 2.22024 0.86079 -0.88163 0.03 0.10 0.04 0.35
H 2.02093 -0.74567 -0.97699 -0.13 0.10 0.00 0.36
H -1.36263 0.82388 -0.55199 0.02 0.01 0.04 0.18
H -0.07503 0.82499 -1.73877 -0.11 0.07 -0.20 0.19
H 0.04437 3.03439 -1.25469 0.07 0.08 0.06 0.36
H 0.65866 2.66863 0.23125 0.10 -0.07 -0.05 0.36
```
Forces are in eV/Å.

## Properties
Structure (SMILES): C[C@@H](O)[C@@H](N)CN
Electronic energy (eV): -9370.0131
HOMO (eV): -8.9
Orbital gap (eV): 9.8
Total charge: 0

***

# 3
The following is a quantum chemistry calculation of a 2-piece molecular cluster, C4H12N2O overall at a distorted geometry, from OMol25.

```
19
Properties=species:S:1:pos:R:3:forces:R:3:nbo_charge:R:1
C -2.12239 -0.85355 0.38490 0.20 -1.84 -0.51 -0.42
N -1.51779 0.44255 0.62615 1.04 0.05 -0.78 -0.11
C -1.42462 0.97388 -0.77702 -0.09 1.18 -0.44 -0.44
O -0.31012 0.34902 1.30008 0.08 -0.54 -0.07 -0.74
H -3.08875 -0.81333 -0.08977 -0.59 0.49 0.04 0.20
H -1.48030 -1.34062 -0.39026 -0.25 0.24 1.05 0.22
H -2.16402 -1.49106 1.24780 0.09 0.07 0.59 0.22
H -1.91030 1.08228 1.30254 -1.59 0.05 -0.59 0.43
H -2.23172 1.63441 -1.04984 -1.01 -0.10 0.33 0.20
H -0.61381 1.65023 -0.82522 1.33 0.20 0.05 0.23
H -1.36306 0.21119 -1.56932 0.29 0.21 0.82 0.22
C 1.95130 0.99506 0.26192 0.92 -0.50 -0.35 0.00
N 1.74220 -0.00762 -0.48068 0.64 2.13 -0.11 -0.44
C 2.45933 -1.22978 -0.24073 -0.91 -0.76 -4.97 -0.43
H 2.58947 1.04029 1.14332 0.23 -0.69 0.34 0.13
H 1.66555 2.00349 0.02757 -1.02 0.19 -0.48 0.15
H 1.88968 -1.94296 -1.03864 1.82 0.84 2.22 0.18
H 3.53270 -1.13741 -0.55317 -0.92 -0.11 0.19 0.19
H 2.39667 -1.56604 0.72036 -0.27 -1.12 2.65 0.19
```
Forces are in eV/Å.

## Properties
Structure (SMILES): C[NH+](C)[O-].C=NC
Electronic energy (eV): -9365.1911
HOMO (eV): -8.1
Orbital gap (eV): 8.9
Total charge: 0